Model 1:
Formula: C2H6N4O
Source: the Open Molecules 2025 dataset
Level of theory: the ωB97M-V functional and the def2-TZVPD basis

## Properties
Frontier orbital gap (eV): 8.29
HOMO energy (eV): -7.4

Structure (XYZ):
```
13
Properties=species:S:1:pos:R:3:mulliken_charge:R:1
C -0.0460 -0.6643 -0.0066 0.1138
C 0.8929 0.2998 -0.0764 0.3624
N -2.2604 0.0150 0.2417 -0.3948
N 2.2784 0.3052 -0.1472 -0.5322
O -0.1069 -1.8924 0.5848 -0.4918
N -1.1574 0.0533 -0.5273 -0.0689
N 0.0752 1.4082 -0.3321 -0.5291
H -0.2975 -2.5627 -0.0848 0.3490
H -2.1356 0.1227 1.2456 0.2237
H -3.0303 0.5388 -0.1464 0.2507
H 2.7184 1.0735 0.3409 0.2598
H 2.7095 -0.5713 0.1132 0.2235
H 0.3596 1.8743 -1.2056 0.2340
```


Model 2:
Formula: C2H6N4O
Source: the Open Molecules 2025 dataset
Level of theory: the ωB97M-V functional and the def2-TZVPD basis

## Properties
Frontier orbital gap (eV): 10.46
Structure (SMILES): [H]/N=C(\C)N.N#[N+][O-]
HOMO energy (eV): -9.5

Structure (XYZ):
```
13
Properties=species:S:1:pos:R:3:mulliken_charge:R:1
H 0.5316 1.2371 -1.1416 0.2359
N 0.2698 0.2627 -1.1544 -0.7312
C -0.6898 -0.0881 -0.4023 0.6064
C -1.3678 0.8101 0.6633 -0.9878
N -1.0520 -1.4274 -0.2110 -0.4862
H -2.4489 0.9298 0.3577 0.2806
H -1.0597 1.8739 0.6745 0.3188
H -1.2552 0.2104 1.5717 0.2866
H -0.4985 -2.0211 -0.7905 0.2542
H -2.0269 -1.6995 -0.2391 0.2261
N 3.3282 -1.0794 0.5895 -0.3201
N 3.2418 -0.0270 0.2289 0.8330
O 3.0273 1.0185 -0.1466 -0.5162
```


It comes down to model 2, which is 36.8 kcal/mol more stable than the next structure.


Model 1:
Formula: C5H13NS
Source: the Open Molecules 2025 dataset
Level of theory: the ωB97M-V functional and the def2-TZVPD basis

## Properties
Frontier orbital gap (alpha / beta) (eV): 6.42 / 8.56
Multiplicity: 3
<S²>: 2.01
HOMO energy (alpha / beta) (eV): -5.5 / -9.3

Structure (XYZ):
```
20
Properties=species:S:1:pos:R:3:mulliken_spin:R:1
C 1.8022 -1.2474 -1.0330 0.0073
C -2.2803 0.2899 -0.1902 -0.0183
C -0.7072 -0.3601 1.7229 -0.0026
C 1.8936 0.1253 -0.5365 -0.0180
C -1.0124 -0.4315 0.3142 0.7828
N 0.6828 2.3574 0.0479 0.5850
S 0.3950 1.1471 -0.8649 0.5033
H 0.9611 -1.7312 -0.5803 0.0007
H 1.6060 -1.2229 -2.1501 -0.0010
H 2.7514 -1.6045 -0.8834 0.0002
H -2.3422 1.1205 0.4600 0.0058
H -2.0954 0.3803 -1.2069 -0.0044
H -3.3512 -0.2080 -0.0868 0.0468
H -1.0795 -1.2885 2.1979 0.0519
H -1.2335 0.5166 2.2254 0.0057
H 0.4763 -0.2650 1.8982 0.0246
H 2.6838 0.7723 -0.9277 0.0115
H 1.8921 0.3145 0.4958 0.0054
H -0.6965 -1.2129 -0.2501 0.0254
H 0.1119 3.1192 -0.1158 -0.0120
```


Model 2:
Formula: C5H13NS
Source: the Open Molecules 2025 dataset
Level of theory: the ωB97M-V functional and the def2-TZVPD basis

## Properties
Frontier orbital gap (alpha / beta) (eV): 5.05 / 7.46
Multiplicity: 3
<S²>: 2.01
HOMO energy (alpha / beta) (eV): -4.1 / -9.4

Structure (XYZ):
```
20
Properties=species:S:1:pos:R:3:mulliken_spin:R:1
C 0.7773 1.6739 -0.8776 0.0046
C 1.6906 0.2643 1.1542 0.0374
C -0.1663 -2.1136 0.1786 0.0214
C 0.9846 0.2219 -0.2684 -0.0401
C -0.2598 -0.6263 -0.2635 0.3239
N -2.8902 0.3906 -0.2707 0.2169
S -1.7439 0.1795 0.9280 1.4463
H 1.1842 1.4583 -1.9091 -0.0005
H 1.2532 2.3194 -0.1640 -0.0067
H -0.3054 1.9218 -0.9281 0.0172
H 2.5470 0.8964 1.1929 0.0016
H 0.9652 0.6831 1.8583 -0.0103
H 2.0108 -0.8217 1.3315 -0.0024
H 0.5294 -2.4877 -0.6121 0.0176
H -1.1064 -2.7149 0.2383 0.0010
H 0.2921 -2.0432 1.2007 0.0041
H 1.6683 -0.2351 -1.0249 0.0242
H -0.7999 -0.6098 -1.2647 -0.0110
H -3.8597 0.2788 0.0530 -0.0470
H -2.7711 1.3643 -0.5522 0.0017
```


It comes down to model 2, which is 1.7 kcal/mol more stable than the next structure.


Model 1:
Formula: C5H8OS2
Source: the Open Molecules 2025 dataset
Level of theory: the ωB97M-V functional and the def2-TZVPD basis

## Properties
Frontier orbital gap (eV): 9.70
Structure (SMILES): O=C1CCCC1(S)S
HOMO energy (eV): -9.0

Structure (XYZ):
```
16
Properties=species:S:1:pos:R:3:mulliken_charge:R:1
O 1.0205 -1.7759 1.3261 -0.5689
C 0.5857 -1.0133 0.5100 0.0150
C 0.9373 -0.9428 -0.9547 -0.4244
C 0.4243 0.4145 -1.4302 -0.6498
C -0.8082 0.6667 -0.5592 -0.9122
C -0.4147 0.1011 0.7988 0.6437
S 0.5398 1.3654 1.7448 -0.1997
S -1.8275 -0.5431 1.7733 -0.2146
H 2.0043 -1.0972 -1.1073 0.3443
H 0.4064 -1.7606 -1.4490 0.2429
H 1.1739 1.1835 -1.2384 0.2877
H 0.1819 0.4229 -2.4909 0.3516
H -1.0733 1.7216 -0.4998 0.4478
H -1.6662 0.1094 -0.9408 0.3277
H 0.9724 0.5181 2.6741 0.1656
H -2.4568 0.6298 1.8433 0.1435
```


Model 2:
Formula: C5H8OS2
Source: the Open Molecules 2025 dataset
Level of theory: the ωB97M-V functional and the def2-TZVPD basis

## Properties
Frontier orbital gap (eV): 7.71
HOMO energy (eV): -8.7

Structure (XYZ):
```
16
Properties=species:S:1:pos:R:3:mulliken_charge:R:1
C 3.0327 0.7233 -0.9219 -1.1352
C 1.9865 0.7631 0.1054 -0.3058
C 0.7448 -0.0021 -0.3429 0.4463
C -0.4879 -0.1522 0.6836 0.2102
C -1.7031 0.8109 -1.6462 -0.8490
H 2.4569 1.1806 -1.7584 0.2452
H 3.3663 -0.2765 -1.0522 0.3241
H 3.7642 1.3979 -0.6619 0.4106
H 1.7929 1.8590 0.3976 0.2758
H 2.1564 0.2530 1.1111 0.3378
H -1.9439 2.2452 -1.1285 0.2378
H -0.4665 0.4371 -2.3106 0.3826
H -2.7962 0.2308 -2.3845 0.2657
O 0.4383 -0.4105 -1.4960 -0.6140
S -0.0119 -0.8898 2.0469 -0.2546
S -2.0678 -0.1665 -0.0164 0.0223
```


Model 3:
Formula: C5H8OS2
Source: the Open Molecules 2025 dataset
Level of theory: the ωB97M-V functional and the def2-TZVPD basis

## Properties
Frontier orbital gap (eV): 9.27
Structure (SMILES): CC1=CSCSCO1
HOMO energy (eV): -8.5

Structure (XYZ):
```
16
Properties=species:S:1:pos:R:3:mulliken_charge:R:1
C -2.1269 -0.3984 1.1508 -1.1427
C -0.8498 -0.4854 0.3439 0.7495
C 0.2046 -1.2443 0.6834 -0.5757
S 1.6291 -1.6502 -0.2703 -0.1002
C 2.3559 -0.0226 -0.6750 -0.6294
S 1.5157 0.8754 -1.9690 -0.0491
C -0.0578 1.2992 -1.1379 -0.4744
O -0.9900 0.2154 -0.8366 -0.3576
H -2.9010 -0.6259 0.4855 0.3249
H -2.0800 -1.0567 2.0115 0.3537
H -2.2748 0.6123 1.5194 0.2750
H 0.1885 -1.7472 1.6757 0.2911
H 3.3745 -0.2059 -1.0766 0.3018
H 2.5502 0.6229 0.1755 0.3831
H -0.5437 1.9386 -1.8649 0.2595
H 0.0054 1.8728 -0.2153 0.3907
```


It comes down to model 1, which is 28.1 kcal/mol more stable than the next structure.


Model 1:
Formula: C20H34N2O3
Source: the Open Molecules 2025 dataset
Level of theory: the ωB97M-V functional and the def2-TZVPD basis

## Properties
Frontier orbital gap (eV): 9.59
Structure (SMILES): COCC1CCN(C(=O)[C@H]2CCC(=O)N(C3CCCCCC3)C2)CC1
HOMO energy (eV): -9.0

Structure (XYZ):
```
59
Properties=species:S:1:pos:R:3:mulliken_charge:R:1
C 4.0188 -3.7681 3.7864 -0.6645
O 4.4405 -3.3802 2.5030 -0.3479
C 3.7676 -4.0161 1.4423 -1.0829
C 2.3452 -3.4911 1.1966 0.6841
C 1.6916 -4.2137 0.0187 -0.8760
C 0.3031 -3.6338 -0.2484 -1.0403
N 0.3882 -2.2062 -0.4947 0.1890
C 0.1178 -1.7413 -1.7374 -0.1134
O -0.2884 -2.4776 -2.6169 -0.7224
C 0.2823 -0.2435 -1.9830 0.4810
C 0.3755 0.0547 -3.4758 -0.7651
C 0.5816 1.5496 -3.6635 -0.7216
C -0.2405 2.4602 -2.7664 0.7519
O -0.2653 3.6592 -2.9826 -0.7036
N -0.8729 1.9116 -1.7011 0.2962
C -1.6224 2.7942 -0.8102 -0.4740
C -3.1179 2.4823 -0.8666 -0.6016
C -3.9704 3.4351 -0.0291 -0.9948
C -3.8462 3.1783 1.4739 -0.6016
C -2.7150 3.9402 2.1706 -0.7139
C -1.3968 4.0296 1.3950 -1.0596
C -1.0322 2.7709 0.6056 -0.5296
C -0.9572 0.4864 -1.4651 -0.7065
C 0.9498 -1.4853 0.6251 -0.4713
C 2.3654 -1.9883 0.9151 -0.9313
H 4.0547 -4.8583 3.9021 0.3109
H 4.7127 -3.3083 4.4875 0.2570
H 3.0036 -3.4226 4.0120 0.2596
H 3.7327 -5.1031 1.6123 0.3985
H 4.3838 -3.8219 0.5599 0.3617
H 1.7420 -3.6733 2.0935 0.0970
H 1.6050 -5.2813 0.2254 0.4571
H 2.3073 -4.0888 -0.8741 0.2769
H -0.1455 -4.0932 -1.1301 0.5083
H -0.3478 -3.8034 0.6168 0.3878
H 1.1808 0.1381 -1.4912 0.3648
H 1.2007 -0.4996 -3.9258 0.4375
H -0.5427 -0.2783 -3.9610 0.2700
H 0.3787 1.8475 -4.6936 0.3821
H 1.6254 1.8126 -3.4631 0.2473
H -1.4621 3.7953 -1.2263 0.5421
H -3.3013 1.4596 -0.5276 0.2084
H -3.4309 2.5479 -1.9115 0.3563
H -3.7104 4.4688 -0.2580 0.4183
H -5.0129 3.2877 -0.3205 0.4358
H -3.7199 2.1051 1.6331 0.3063
H -4.7810 3.4594 1.9645 0.3735
H -3.0481 4.9588 2.3812 0.3686
H -2.5331 3.4576 3.1343 0.3225
H -1.4321 4.8721 0.7028 0.3982
H -0.6026 4.2445 2.1134 0.3526
H -1.3567 1.8862 1.1560 0.2537
H 0.0551 2.7242 0.5038 0.5041
H -1.0800 0.3254 -0.3915 0.5748
H -1.8373 0.0662 -1.9716 0.0881
H 0.9618 -0.4139 0.4393 0.3648
H 0.3118 -1.6694 1.4995 0.2362
H 2.7850 -1.4541 1.7680 0.3809
H 3.0009 -1.7944 0.0486 0.2182
```


Model 2:
Formula: C20H34N2O3
Source: the Open Molecules 2025 dataset
Level of theory: the ωB97M-V functional and the def2-TZVPD basis

## Properties
Frontier orbital gap (eV): 8.92
Structure (SMILES): CCCC[C@@H]1CNCCN1CCCc1cc(OC)c(OC)c(OC)c1
HOMO energy (eV): -8.1

Structure (XYZ):
```
59
Properties=species:S:1:pos:R:3:mulliken_charge:R:1
C 4.6290 3.4777 1.4540 -1.1606
C 4.0808 2.5582 0.3687 -0.6485
C 2.5650 2.3692 0.4458 -0.4485
C 2.1188 1.6017 1.6881 -0.4790
C 0.6067 1.2952 1.6676 0.4097
C -0.2339 2.5186 2.0832 -1.4735
N -0.1389 2.8423 3.4925 -0.2991
C -0.4812 1.6828 4.2930 -1.0483
C 0.3434 0.4458 3.9215 -0.4861
N 0.1933 0.1782 2.5049 0.9036
C 0.7089 -1.1155 2.1002 -1.3862
C -0.3309 -2.2210 2.3049 -0.9516
C -1.6370 -1.9155 1.5632 -1.3078
C -1.4094 -1.6858 0.0960 -0.1428
C -0.9233 -2.6931 -0.7109 -0.5974
C -0.6658 -2.4895 -2.0688 0.1973
O -0.1776 -3.5939 -2.6975 -0.4374
C 0.1526 -3.5795 -4.0681 -0.7327
C -0.9049 -1.2322 -2.6310 1.0995
O -0.6202 -0.9761 -3.9639 -0.5681
C -1.7313 -0.6548 -4.7754 -0.7686
C -1.3955 -0.2024 -1.8036 0.8465
O -1.5794 1.0087 -2.4140 -0.4658
C -2.0174 2.0954 -1.6374 -0.6540
C -1.6519 -0.4370 -0.4631 -0.4866
H 4.5013 3.0401 2.4409 0.2809
H 5.6915 3.6520 1.2992 0.3877
H 4.1181 4.4383 1.4330 0.2795
H 4.3267 2.9817 -0.6080 0.3756
H 4.5694 1.5834 0.4372 0.3308
H 2.0841 3.3499 0.4228 0.2247
H 2.2370 1.8198 -0.4408 0.2851
H 2.3721 2.1727 2.5832 0.1725
H 2.6662 0.6569 1.7302 0.4162
H 0.3347 1.0223 0.6404 -0.2150
H -1.2875 2.3034 1.8800 0.3906
H 0.0594 3.3960 1.5036 0.4165
H 0.8096 3.1365 3.7109 0.3799
H -1.5394 1.4692 4.1170 0.3214
H -0.3437 1.9278 5.3484 0.4231
H 1.4011 0.6006 4.2074 0.2484
H -0.0275 -0.4171 4.4782 0.4448
H 1.6277 -1.3826 2.6495 0.4488
H 0.9523 -1.0725 1.0363 0.6052
H 0.0941 -3.1582 1.9429 0.5210
H -0.5490 -2.3387 3.3677 0.5077
H -2.0816 -1.0236 2.0040 0.3002
H -2.3241 -2.7535 1.7021 0.4669
H -0.7282 -3.6776 -0.3167 0.4572
H 0.8774 -2.7981 -4.3023 0.2839
H -0.7325 -3.4514 -4.6968 0.2541
H 0.5901 -4.5592 -4.2629 0.2795
H -2.1931 0.2876 -4.4749 0.2453
H -1.3401 -0.5627 -5.7876 0.2827
H -2.4853 -1.4509 -4.7457 0.3121
H -1.3150 2.3248 -0.8300 0.0929
H -2.0666 2.9413 -2.3221 0.3001
H -3.0114 1.9150 -1.2151 0.3581
H -2.0315 0.3489 0.1685 0.2081
```


It comes down to model 1, which is 59.6 kcal/mol more stable than the next structure.